Record 1
C23H20BrN6OPtS2 | ωB97M-V/def2-TZVPD

Last column: Löwdin spin population.
Element x y z (Å)
Pt1 -0.4568 -0.1639 -0.4561  1.2116
Br1 -3.2335 1.1795 6.2554  0.0032
S1 1.6774 -0.6353 -2.3277  0.1238
S2 6.0803 2.7738 0.1561  0.0012
O1 -0.8020 1.7402 0.8121  0.1833
N1 6.0943 1.1552 2.1820  -0.0003
N2 1.3481 0.4943 0.5037  0.0796
N3 -2.6455 0.1332 -0.1200  0.1497
N4 4.2083 -1.0074 -1.7720  0.0127
N5 -1.4612 -1.4949 -1.8926  0.0703
N6 2.7232 -2.1305 -0.4180  0.0012
C1 3.2037 1.8928 0.0035  0.0016
C2 -2.4707 1.3256 4.5177  0.0128
C3 -1.3122 1.5790 1.9609  0.0007
C4 3.9599 1.3302 1.0408  0.0002
C5 1.9169 1.4635 -0.2222  0.0048
C6 5.3623 1.7207 1.2066  0.0000
C7 -3.3511 -0.1891 -1.2520  0.0025
C8 -2.5547 0.8784 2.1570  0.0131
C9 -2.7311 -1.1006 -2.1493  0.0117
C10 -1.6216 -3.0459 -3.7010  0.0005
C11 -2.8712 -2.5980 -4.0393  -0.0009
C12 -1.2507 2.0019 4.3628  -0.0047
C13 -3.1194 0.7834 3.4363  0.0004
C14 -0.9355 -2.4424 -2.6410  0.0079
C15 -4.7138 -1.0078 -3.5647  0.0158
C16 2.9467 -1.3033 -1.4498  0.0202
C17 -3.2039 0.3113 1.0362  0.0133
C18 -5.2349 -0.0335 -2.7547  -0.0005
C19 3.2999 0.4139 1.8688  0.0033
C20 -3.4579 -1.5745 -3.2716  0.0025
C21 2.0079 0.0283 1.5594  0.0107
C22 -4.5766 0.3607 -1.5865  0.0169
C23 -0.6894 2.1213 3.1248  0.0174
H1 -4.2441 0.0113 1.1715  0.0073
H2 5.0004 -1.4403 -1.3238  0.0009
H3 -6.1742 0.4295 -3.0096  -0.0003
H4 1.4809 -0.6837 2.1820  0.0011
H5 0.0836 -2.7369 -2.4336  0.0000
H6 3.4794 -2.5690 0.0829  0.0001
H7 0.2390 2.6543 2.9848  0.0005
H8 1.7744 -2.4086 -0.2137  -0.0004
H9 -5.0096 1.1124 -0.9464  0.0011
H10 3.6400 2.6586 -0.6182  0.0003
H11 5.7016 0.5567 2.8885  0.0001
H12 -1.1392 -3.8362 -4.2514  0.0005
H13 -5.2357 -1.3433 -4.4466  0.0009
H14 -4.0624 0.2736 3.5651  0.0000
H15 3.7653 -0.0203 2.7392  0.0005
H16 1.3113 1.8930 -1.0138  -0.0006
H17 4.3793 -0.4043 -2.5587  0.0018
H18 -3.4040 -3.0110 -4.8836  0.0000
H19 7.0445 1.4714 2.2927  0.0000
H20 -0.7658 2.4327 5.2269  -0.0001

The value obtained for the relative energy (zero: lowest compared OMol25 entry of this formula, charge and spin) is 0.577 eV. The charge is +1. The calculation puts the total energy at -130117.263 eV. Its lowest unoccupied orbital energy (alpha / beta) is -3.51 / -4.15 eV. As for the gap between HOMO and LUMO (alpha / beta): 6.5 / 5.9 eV. The spin multiplicity is 3. As for the HOMO energy (alpha / beta): -10.003 / -10.039 eV.

***

Record 2
C11H23N3O5P | ωB97M-V/def2-TZVPD

Last column: natural (NBO) charge in e.
Element x y z (Å)
P1 -4.9843 -0.1784 -0.6192  1.2243
O1 3.4793 -0.5725 -0.4270  -0.5261
O2 -4.8066 1.3923 -0.9615  -0.9632
O3 1.9455 -1.4132 -1.7487  -0.5500
O4 5.2609 2.8480 1.3603  -0.4917
O5 6.0513 4.8794 1.9084  -0.5499
N1 -6.1862 -0.1713 0.6085  -1.1185
N2 -1.4668 -2.3552 -0.5270  -0.4406
N3 -3.5076 -1.5488 1.4096  -0.5036
C1 3.1876 -1.3770 -1.1852  0.6622
C2 4.7695 4.5996 -0.1364  -0.5287
C3 -0.2738 -2.2008 -1.3843  -0.2361
C4 4.5682 2.2680 0.2418  -0.0732
C5 0.9493 -1.5909 -0.7115  -0.0898
C6 -1.1944 -2.2709 0.8991  -0.2338
C7 -3.3170 -0.7562 0.1584  -0.4038
C8 -2.5820 -1.5053 -0.9570  -0.2495
C9 -2.5023 -2.6304 1.6151  -0.2434
C10 3.8334 3.4273 -0.4152  -0.4282
C11 5.4340 4.1819 1.1626  0.7860
H1 3.6308 3.2629 -1.4726  0.2187
H2 -3.4096 -0.8995 2.1908  0.4399
H3 -2.2595 -0.7367 -1.6583  0.2214
H4 -2.2967 -2.8238 2.6616  0.2395
H5 1.3641 -2.3019 -0.0039  0.1822
H6 -3.3313 -2.0888 -1.4936  0.2158
H7 5.5364 4.7033 -0.9049  0.2391
H8 -2.7963 0.1620 0.4187  0.2367
H9 4.2327 5.5355 -0.0114  0.2424
H10 0.0170 -3.1978 -1.7105  0.2111
H11 -5.9192 0.3264 1.4562  0.3814
H12 -0.9001 -1.2765 1.2557  0.1794
H13 -4.4558 -1.9230 1.5055  0.4324
H14 2.8786 3.5936 0.0882  0.2006
H15 -2.8224 -3.5731 1.1895  0.2414
H16 -4.5670 1.5107 -1.8885  0.5224
H17 3.8944 -2.1591 -1.4698  0.1318
H18 0.7698 -0.6157 -0.2669  0.1891
H19 5.3037 1.8121 -0.4245  0.1782
H20 -6.4544 -1.1315 0.7947  0.3902
H21 3.8939 1.4979 0.5968  0.2058
H22 -0.4904 -3.0534 1.1531  0.2416
H23 -0.4767 -1.6491 -2.2964  0.2167

The charge is +1. The calculation puts the total energy at -35769.147 eV. Its lowest unoccupied orbital energy is -3.57 eV. As for the gap between HOMO and LUMO: 7.9 eV. The spin multiplicity is 1. As for the HOMO energy: -11.467 eV.

***

Record 3
C34H32Cl2N3O9PS2SeV | ωB97M-V/def2-TZVPD

Last column: Löwdin spin population.
Element x y z (Å)
Se1 2.8802 2.1626 2.7274  0.0097
V1 1.3221 0.9128 0.0871  2.7260
Cl1 6.2376 1.5706 0.8788  0.0027
Cl2 5.4360 3.1578 -1.4302  0.0004
S1 2.1340 1.1665 -2.9366  0.0053
S2 0.5010 -1.3085 1.4156  0.0263
P1 -1.1118 0.7059 -3.0249  0.0009
O1 0.1255 -1.8211 0.1086  0.0288
O2 -2.4743 2.3397 0.4250  0.0101
O3 3.4877 0.1215 0.0861  0.0118
O4 2.8838 2.2216 -0.2213  0.0189
O5 3.5612 1.0236 -3.1503  0.0026
O6 1.6345 2.5134 -2.8293  0.0027
O7 1.8153 -1.6567 1.9110  0.0169
O8 1.6061 0.2189 -1.9186  0.0309
O9 -0.2920 2.1346 -0.0782  0.0271
N1 3.0391 2.8595 5.4991  0.0029
N2 0.2004 0.2386 1.6418  0.0096
N3 3.1419 0.7241 5.1787  0.0025
C1 3.2229 -0.5568 4.4949  0.0004
C2 -2.6127 1.3331 -3.9092  0.0000
C3 3.7418 1.2949 -0.2285  0.0220
C4 -0.7396 -1.6928 3.8502  0.0006
C5 -4.7786 2.6142 -5.1450  0.0000
C6 2.1550 0.3339 -5.5487  0.0001
C7 -2.3058 -3.5827 -1.7415  0.0001
C8 -1.3857 -3.2224 2.1176  0.0019
C9 -0.5788 -0.0048 -5.7375  0.0001
C10 -0.7825 -2.1143 -2.8942  0.0000
C11 1.5973 -0.0808 -6.7504  0.0000
C12 2.9388 4.2738 5.2146  0.0005
C13 -1.1331 -3.3845 -2.4564  0.0001
C14 -2.7651 -1.2262 -1.8816  0.0001
C15 -3.1192 -2.4947 -1.4480  0.0001
C16 -3.7064 0.6020 -4.3653  0.0000
C17 3.1962 2.2690 6.7421  0.0006
C18 -2.2495 -3.8539 3.0080  0.0001
C19 -1.6093 -2.3205 4.7271  -0.0001
C20 -3.6936 3.3563 -4.6937  0.0000
C21 -2.6285 2.7219 -4.0719  0.0000
C22 -2.3722 -3.4137 4.3191  0.0008
C23 -1.6048 -1.0217 -2.6321  0.0001
C24 0.2246 -0.2468 -6.8452  0.0000
C25 3.0159 1.9095 4.5191  0.0058
C26 -4.7831 1.2366 -4.9748  0.0000
C27 1.3486 0.5833 -4.4491  0.0004
C28 -0.0409 0.4134 -4.5234  0.0003
C29 3.2653 0.9381 6.5375  0.0003
C30 -1.3716 1.7976 0.5187  0.0109
C31 -1.2340 0.5534 1.4112  0.0128
C32 -3.3049 -4.1000 5.2852  0.0001
C33 -0.6274 -2.1457 2.5418  0.0019
C34 5.2087 1.6073 -0.6020  0.0014
H1 2.8886 -1.3426 5.1713  0.0001
H2 3.2229 0.4730 -5.4401  0.0000
H3 -0.4720 -4.2195 -2.6554  0.0000
H4 3.2443 2.8464 7.6480  0.0001
H5 -5.6215 3.1075 -5.6152  0.0000
H6 3.1474 4.8312 6.1271  0.0000
H7 3.6507 4.5335 4.4319  0.0002
H8 2.2326 -0.2761 -7.6074  0.0000
H9 -1.3006 -3.5389 1.0844  0.0004
H10 -0.2254 -0.5617 -7.7803  0.0000
H11 -1.7121 -1.9507 5.7430  0.0000
H12 2.6013 -0.5412 3.5997  0.0001
H13 -3.3864 -0.3751 -1.6199  0.0000
H14 0.1552 -1.9664 -3.4156  0.0000
H15 -5.6307 0.6507 -5.3128  0.0000
H16 4.2461 -0.7539 4.1689  0.0001
H17 -4.0326 -4.7161 4.7554  0.0000
H18 -2.7547 -4.7499 5.9710  0.0001
H19 -2.8437 -4.6993 2.6747  0.0000
H20 3.3892 0.1295 7.2358  0.0001
H21 -3.6887 4.4338 -4.8077  0.0000
H22 -0.1504 -0.8344 4.1559  0.0000
H23 5.5733 0.8166 -1.2433  0.0001
H24 -4.0186 -2.6298 -0.8583  0.0000
H25 -3.7230 -0.4753 -4.2417  0.0000
H26 -3.8503 -3.3724 5.8894  0.0000
H27 -1.6504 -0.1400 -5.8245  0.0000
H28 -1.7584 0.6888 2.3592  0.0007
H29 -1.7267 -0.2712 0.8827  0.0003
H30 -1.7950 3.2978 -3.6827  0.0000
H31 -2.5714 -4.5739 -1.3917  0.0000
H32 1.9448 4.5178 4.8400  0.0001

The value obtained for the relative energy (zero: lowest compared OMol25 entry of this formula, charge and spin) is 2.462 eV. The charge is -2. The calculation puts the total energy at -205717.884 eV. Its lowest unoccupied orbital energy (alpha / beta) is 3.95 / 3.95 eV. As for the gap between HOMO and LUMO (alpha / beta): 4.8 / 6.5 eV. The spin multiplicity is 4. As for the HOMO energy (alpha / beta): -0.826 / -2.552 eV.

***

Record 4
C25H37Br4N3O6S3SiY | ωB97M-V/def2-TZVPD

Last column: natural (NBO) charge in e.
Element x y z (Å)
Y1 0.7470 -1.2822 0.5154  1.7685
Br1 -1.8643 -7.0765 -2.9985  0.0550
Br2 -2.1274 -4.6547 -5.2508  0.0541
Br3 -1.2424 -1.5465 -4.3965  0.0425
Br4 -0.6848 -6.3370 0.0413  0.0350
S1 3.8796 -0.7966 1.8403  -0.0995
S2 1.6046 1.3720 0.0382  -0.9347
S3 2.3291 -0.8730 -2.3702  1.3438
Si1 -0.3203 1.8800 0.5402  2.2046
O1 -0.0719 -3.3678 0.2505  -0.8516
O2 2.4458 -1.6654 -1.0784  -1.0161
O3 -1.1577 2.7933 -0.5414  -0.9755
O4 -0.3533 -1.4508 -1.4878  -0.8639
O5 -0.5458 2.6737 1.9585  -0.9511
O6 -1.0549 0.3874 0.8101  -0.9932
N1 4.2808 -3.1683 2.9428  -0.5310
N2 2.4495 -2.9947 1.5090  -0.5251
N3 0.3420 -1.7500 4.1410  -0.5349
C1 -0.0638 4.0489 3.8035  -0.6130
C2 2.1833 -4.2514 1.7441  0.1810
C3 4.0229 -4.4683 3.1969  0.1013
C4 -1.1505 -2.9708 -3.1501  -0.2362
C5 0.4306 -1.6181 2.9917  -0.2074
C6 3.9618 -0.1663 -2.5491  -0.8192
C7 -1.6118 4.8188 1.9871  -0.6298
C8 0.8525 4.6272 1.5506  -0.6424
C9 -1.3888 -5.2965 -2.5664  -0.1744
C10 0.0718 3.7873 -2.3538  -0.6386
C11 -2.4247 3.6022 -2.3486  -0.6159
C12 2.9724 -5.0686 2.5872  -0.3497
C13 -0.3375 4.0415 2.3048  0.2784
C14 -1.1185 2.9148 -1.9681  0.2873
C15 -0.9107 -4.9949 -1.2794  -0.1829
C16 -0.5530 -3.7044 -0.9116  0.2660
C17 -2.4921 0.3674 2.7804  -0.6435
C18 3.5244 -2.3886 2.0932  0.2479
C19 -0.6938 -2.6459 -1.8764  0.3372
C20 -3.4088 0.9601 0.5214  -0.6289
C21 -1.5031 -4.2868 -3.5021  -0.1599
C22 -1.0243 1.5510 -2.6326  -0.6360
C23 -2.6538 -1.3711 0.9896  -0.6233
C24 2.4389 -2.1314 -3.6342  -0.8187
C25 -2.4093 0.1011 1.2836  0.2897
H1 0.1036 3.9234 -3.4375  0.1992
H2 0.9995 3.3167 -2.0266  0.2369
H3 -1.7386 -0.2118 3.3127  0.2535
H4 -0.0996 1.0395 -2.3658  0.2418
H5 -0.9008 3.5965 4.3371  0.2117
H6 1.0271 5.6566 1.8718  0.2010
H7 1.7486 4.0357 1.7394  0.2312
H8 1.2851 -4.6266 1.2640  0.2650
H9 4.6849 -4.9617 3.8945  0.2140
H10 2.4722 -1.6532 -4.6128  0.2310
H11 -1.8213 4.7668 0.9186  0.2267
H12 4.0420 0.3102 -3.5260  0.2244
H13 -3.6641 -1.6443 1.2989  0.2109
H14 -2.5452 -1.5721 -0.0773  0.2301
H15 -1.9573 -2.0017 1.5470  0.2414
H16 -1.5095 5.8653 2.2839  0.1960
H17 0.8320 3.4655 4.0184  0.2212
H18 -2.4546 4.3826 2.5270  0.2076
H19 2.7213 -6.1017 2.7630  0.2368
H20 -3.3269 0.7816 -0.5517  0.2139
H21 4.7073 -0.9502 -2.4208  0.2271
H22 -4.4182 0.6975 0.8441  0.2066
H23 -2.5044 4.5656 -1.8410  0.2037
H24 -3.2459 2.0216 0.7100  0.2225
H25 -0.0116 4.7695 -1.8829  0.2004
H26 -2.4717 3.7667 -3.4271  0.1996
H27 -3.2728 2.9833 -2.0515  0.2123
H28 0.0781 5.0697 4.1656  0.1931
H29 -2.3379 1.4238 2.9933  0.2227
H30 -1.0605 1.6625 -3.7188  0.2009
H31 -3.4814 0.0707 3.1377  0.1973
H32 3.3191 -2.7476 -3.4529  0.2250
H33 1.5300 -2.7267 -3.5518  0.2656
H34 5.0375 -2.6863 3.4039  0.4297
H35 4.0488 0.5775 -1.7585  0.2638
H36 -1.8509 0.9086 -2.3286  0.2206
H37 0.6666 4.6268 0.4752  0.2188

The value obtained for the relative energy (zero: lowest compared OMol25 entry of this formula, charge and spin) is 0.000 eV. The charge is -1. The calculation puts the total energy at -364890.393 eV. Its lowest unoccupied orbital energy is 1.94 eV. As for the gap between HOMO and LUMO: 6.6 eV. The spin multiplicity is 1. As for the HOMO energy: -4.617 eV.